# C5H11NO3

2 unconnected molecules or ions with the total composition C5H11NO3 at a distorted geometry (ωB97M-V with the def2-TZVPD basis set, the OMol25 dataset).

Positions of all 20 atoms, in Å:
C  -1.34  0.59  1.23
C  -0.83  1.52  0.19
C  -0.52  2.12  -2.12
C  1.38  -1.48  0.52
C  1.03  -2.83  1.19
H  -1.89  -0.11  0.54
H  -2.11  0.96  2.01
H  -0.29  -0.11  1.56
H  -1.33  0.16  -1.44
H  0.03  2.76  -1.33
H  0.04  1.91  -3.16
H  -1.65  2.60  -2.37
H  2.59  -0.51  -0.45
H  0.07  -2.97  1.20
H  1.40  -3.54  0.47
H  1.44  -2.82  2.29
N  -0.83  1.05  -1.10
O  -0.36  2.66  0.36
O  0.46  -0.78  0.17
O  2.71  -1.19  0.24

Properties
Energy above the lowest of the compared OMol25 structures with the same formula, charge and spin, kcal/mol: 87.90
Charge: 0
Lowest unoccupied orbital energy, eV: 0.4
Kohn-Sham gap, eV: 9.36
SMILES: CNC(C)=O.CC(=O)O

And the natural (NBO) charges, in e, turn out to be: atom 1 (C): -0.71, atom 2 (C): 0.65, atom 3 (C): -0.48, atom 4 (C): 0.81, atom 5 (C): -0.70, atom 6 (H): 0.20, atom 7 (H): 0.25, atom 8 (H): 0.28, atom 9 (H): 0.40, atom 10 (H): 0.28, atom 11 (H): 0.21, atom 12 (H): 0.18, atom 13 (H): 0.50, atom 14 (H): 0.22, atom 15 (H): 0.24, atom 16 (H): 0.24, atom 17 (N): -0.63, atom 18 (O): -0.65, atom 19 (O): -0.61, atom 20 (O): -0.68